{"formula": "C51H54Cl3GeInN3O7STe", "method": "the ωB97M-V functional and the def2-TZVPD basis", "homo_ev": -4.8, "e_tot_ha": -6980.83391, "total_charge": -1, "elements": ["Te", "In", "Ge", "Cl", "Cl", "Cl", "S", "O", "O", "O", "O", "O", "O", "O", "N", "N", "N", "C", "C", "C", "C", "C", "C", "C", "C", "C", "C", "C", "C", "C", "C", "C", "C", "C", "C", "C", "C", "C", "C", "C", "C", "C", "C", "C", "C", "C", "C", "C", "C", "C", "C", "C", "C", "C", "C", "C", "C", "C", "C", "C", "C", "C", "C", "C", "C", "C", "C", "C", "H", "H", "H", "H", "H", "H", "H", "H", "H", "H", "H", "H", "H", "H", "H", "H", "H", "H", "H", "H", "H", "H", "H", "H", "H", "H", "H", "H", "H", "H", "H", "H", "H", "H", "H", "H", "H", "H", "H", "H", "H", "H", "H", "H", "H", "H", "H", "H", "H", "H", "H", "H", "H", "H"], "coordinates": [[3.08168, 3.52836, 1.15446], [-0.07955, -0.37815, -0.00152], [-4.09325, 2.69950, -1.46281], [-3.67746, 5.01871, -2.20815], [-6.38045, 2.87054, -1.34079], [-3.63244, 3.29185, 0.83035], [-3.21149, -0.52961, -0.67242], [-1.11145, -5.00469, -5.28844], [-4.44418, 0.09551, -0.24295], [-0.75838, -1.91358, -1.73130], [-2.50485, 0.18156, -1.70121], [2.36248, -0.41994, 0.77751], [-0.71715, 1.77673, 0.98635], [0.59125, -2.67511, 0.40108], [-2.17170, -0.74163, 0.53367], [-0.23086, -0.79860, 2.37246], [2.17489, 1.80558, 1.01849], [2.45335, 6.66581, 4.04514], [0.18213, 5.68517, -1.37300], [2.89277, 0.67535, 1.03854], [-1.48077, -1.15149, 2.76886], [1.99236, 0.03301, -2.21627], [-0.92555, -3.37492, -3.52523], [-3.80480, -1.50745, 2.20096], [0.18465, 6.37742, -3.78222], [-1.93564, -4.10420, -6.00076], [-3.69444, -2.15841, -1.20779], [0.82723, -5.13370, -2.26823], [1.90891, 1.49228, -4.12628], [3.99089, 3.76621, -1.82240], [1.11165, 7.09300, 6.12462], [-3.06486, -1.91990, 4.46840], [2.54277, 0.48185, -3.41261], [-4.64710, -4.67198, -1.94419], [0.74820, -0.81039, 3.24279], [2.07815, 5.11106, -2.70795], [-0.61243, -4.57040, -4.10406], [-3.55912, -4.54582, -1.08172], [0.56724, -1.16998, 4.58868], [-0.67584, -1.54444, 5.01083], [1.99715, 4.47945, -0.39642], [-4.05385, -1.89468, 3.52534], [0.51473, -3.92243, -1.60711], [-5.25615, -3.51485, -2.41813], [1.47702, 4.06180, 3.83838], [-4.78640, -2.26144, -2.05424], [1.10775, 4.89196, 4.89630], [-0.39736, -3.00607, -2.24452], [-3.09246, -3.30045, -0.70053], [0.83634, 5.72730, -2.59255], [0.27999, -5.47101, -3.47048], [-1.75529, -1.54660, 4.10275], [3.80616, 6.46116, 1.95789], [0.82804, 0.61316, -1.70810], [2.85747, 5.87964, 2.97936], [0.20900, 1.63492, -2.42137], [-2.53462, -1.12953, 1.79707], [2.67468, 4.48177, -1.63065], [0.87202, 2.68199, 3.77784], [0.72930, 5.05364, -0.25892], [0.74286, 2.06061, -3.63399], [2.33802, -4.21989, 0.16258], [-0.09674, 5.01171, 0.99942], [-5.14046, -6.03630, -2.34559], [1.56688, 6.19169, 5.00819], [1.07132, -3.55072, -0.33758], [4.37699, 0.64379, 1.42389], [2.34594, 4.57189, 2.87239], [4.98590, 1.09696, 0.63809], [2.58239, 5.09760, -3.66873], [0.33285, 6.61732, 6.71849], [1.48370, -5.85124, -1.79330], [4.54863, 1.18310, 2.35775], [-1.63690, 2.12557, 1.01611], [1.14211, 2.11168, 4.67005], [-3.27513, -2.21076, 5.49054], [-1.60737, -2.66478, -3.97474], [4.30266, 3.81566, -2.86416], [1.17556, 2.12868, 2.89532], [0.74447, 7.25953, -4.10131], [4.72513, 5.87382, 1.89205], [-5.27478, -1.35639, -2.39690], [2.31999, 1.82193, -5.07481], [0.71655, 8.02485, 5.71797], [1.41211, -1.15723, 5.26441], [-0.71831, 2.07509, -2.06930], [-5.26512, -6.67714, -1.47093], [-5.06265, -2.17933, 3.79951], [-0.27289, 2.32421, 0.32171], [-2.25685, -3.21414, -0.01789], [4.07993, 7.47948, 2.22827], [1.72663, -0.54619, 2.86899], [-2.17598, -4.59591, -6.94056], [0.50087, -6.41315, -3.95487], [-4.60985, -1.47439, 1.48214], [0.22603, 2.82779, -4.20003], [3.45158, 0.02904, -3.79532], [0.15325, 5.68201, -4.62358], [-2.86050, -3.88587, -5.45926], [-1.41352, -3.16557, -6.20488], [3.88133, 2.70720, -1.56720], [4.68391, -0.39190, 1.54858], [-1.15428, 4.95215, 0.73687], [-6.09351, -5.97789, -2.87106], [2.33444, -4.20810, 1.25158], [0.41624, 4.50296, 5.63669], [-3.07228, -5.43886, -0.70497], [-0.81755, 6.09585, -1.29971], [3.34814, 6.48742, 0.96521], [2.47724, -5.23319, -0.20262], [-0.83867, 6.65985, -3.54197], [3.18089, -3.60886, -0.17113], [1.94618, 7.34443, 6.78222], [0.14438, 4.14650, 1.60828], [-4.41523, -6.51936, -3.00540], [-0.21731, 2.75642, 3.75536], [-0.85282, -1.84342, 6.03805], [4.78346, 4.19847, -1.20648], [-6.11685, -3.59358, -3.07315], [2.83105, 7.68016, 4.12645], [0.04890, 5.91811, 1.59360], [2.46222, -0.77966, -1.67335]], "atomic_forces_ev_per_a": [[-0.2, 0.1, 0.0], [0.0, -0.7, -0.2], [-0.2, 0.9, 0.0], [0.1, -0.3, 0.1], [0.1, 0.0, 0.0], [0.2, -0.2, -0.1], [-0.5, 0.3, 0.1], [0.0, 0.0, -0.1], [0.0, -0.3, 0.2], [0.2, 0.2, 0.0], [0.4, -0.3, -0.1], [-0.2, 0.1, 0.0], [-0.2, 0.3, -0.2], [0.2, 0.5, 0.2], [0.2, 0.0, -0.4], [0.1, 0.0, -0.2], [-0.2, -0.1, 0.0], [0.0, 0.0, 0.0], [-0.1, -0.1, -0.1], [0.5, 0.2, 0.1], [-0.1, -0.1, 0.2], [0.0, 0.3, -0.1], [-0.1, 0.1, -0.1], [0.2, 0.1, -0.1], [0.0, -0.1, 0.1], [-0.1, 0.0, -0.1], [0.0, 0.0, 0.2], [0.0, 0.0, 0.0], [0.1, 0.0, -0.1], [-0.2, 0.0, 0.0], [0.1, -0.1, -0.1], [-0.1, 0.0, 0.0], [0.0, -0.1, 0.1], [0.0, 0.0, 0.0], [0.0, 0.0, -0.1], [0.0, 0.1, 0.0], [0.1, 0.1, 0.3], [-0.1, 0.0, -0.1], [-0.1, 0.0, 0.1], [0.0, 0.0, 0.0], [0.1, 0.0, -0.1], [0.0, 0.0, 0.1], [0.0, 0.3, 0.0], [0.0, 0.0, -0.1], [0.0, -0.2, -0.1], [0.0, 0.2, 0.0], [0.0, 0.1, 0.0], [0.0, 0.0, 0.1], [0.1, 0.0, 0.1], [-0.1, 0.0, -0.1], [0.1, -0.2, 0.0], [0.1, 0.1, -0.2], [-0.1, -0.1, 0.1], [-0.2, -0.4, 0.5], [0.0, -0.1, -0.1], [0.1, -0.1, -0.1], [-0.2, 0.0, 0.1], [0.1, 0.0, 0.2], [0.0, 0.1, 0.1], [0.1, 0.0, 0.2], [0.0, 0.1, 0.0], [-0.1, 0.0, 0.1], [0.0, 0.1, -0.2], [0.1, 0.0, 0.0], [-0.1, 0.0, 0.0], [0.0, -0.4, 0.0], [-0.2, -0.1, -0.1], [0.1, 0.0, 0.0], [0.0, 0.0, 0.0], [0.0, 0.0, 0.0], [0.0, 0.0, 0.0], [0.0, 0.0, 0.0], [0.1, 0.0, 0.0], [0.0, -0.2, -0.1], [0.0, 0.0, 0.0], [0.0, 0.0, 0.0], [0.0, 0.0, 0.0], [0.0, 0.0, 0.0], [-0.1, 0.0, 0.0], [0.0, 0.0, 0.0], [0.0, 0.0, 0.0], [0.0, -0.1, 0.0], [0.0, 0.0, 0.0], [0.0, 0.0, 0.0], [0.0, 0.0, 0.0], [0.0, 0.0, 0.0], [0.0, 0.0, 0.0], [0.0, 0.0, 0.0], [0.1, 0.0, 0.2], [0.0, 0.0, -0.1], [0.0, 0.0, 0.0], [0.0, 0.0, 0.0], [0.0, 0.0, 0.0], [0.0, 0.0, 0.0], [0.0, 0.0, 0.1], [0.0, 0.0, 0.0], [0.0, 0.0, 0.0], [0.0, 0.0, 0.0], [0.0, 0.0, 0.0], [0.0, 0.0, 0.0], [0.1, 0.0, -0.1], [0.0, 0.0, 0.0], [0.0, 0.0, 0.0], [0.0, 0.0, 0.0], [0.0, 0.0, 0.0], [0.0, 0.0, 0.0], [0.0, 0.0, 0.0], [-0.1, 0.0, 0.0], [0.0, 0.0, 0.0], [0.1, 0.0, 0.0], [0.0, 0.0, -0.1], [0.0, 0.0, 0.0], [0.0, 0.0, 0.0], [-0.1, 0.0, 0.1], [0.0, 0.0, 0.0], [0.0, 0.0, 0.0], [0.0, 0.0, 0.0], [0.0, 0.0, 0.0], [0.0, 0.0, 0.0], [0.0, 0.0, 0.0], [0.0, -0.1, 0.1], [0.1, 0.0, -0.1]], "mulliken_charge": [0.63, 2.38, 0.66, -0.59, -0.51, -0.50, 0.94, -0.48, -0.65, 0.23, -0.38, -0.51, 0.66, -0.02, 0.18, 0.76, 0.44, -1.06, -0.62, 0.43, -0.22, -0.44, -0.19, -0.97, -1.65, -0.72, 0.44, -1.06, -0.67, -2.20, -1.64, -1.01, -1.14, 1.09, -0.52, -0.79, 1.15, -0.78, -1.29, -0.97, 1.70, -0.86, 0.57, -1.08, 1.38, -0.87, -1.07, -0.66, -0.09, 0.48, -1.13, 1.12, -1.69, 0.61, 0.61, 0.23, 0.03, 0.77, -0.52, 0.12, -0.92, -1.68, -0.97, -1.51, 0.86, 0.41, -2.00, 0.15, 0.36, 0.31, 0.35, 0.18, 0.39, -0.52, 0.81, 0.41, 0.22, 0.41, -1.07, 0.34, 0.31, 0.57, 0.40, 0.37, 0.55, 0.34, 0.34, 0.41, -0.29, -0.03, 0.46, 0.51, 0.26, 0.43, 0.60, 0.56, 0.42, 0.36, 0.25, 0.31, 0.34, 0.40, 0.37, 0.38, 0.26, 0.37, 0.42, 0.33, 0.28, 0.51, 0.38, 0.25, 0.34, -0.39, 0.28, 0.35, 0.41, 0.38, 0.32, 0.38, 0.42, 0.47]}



{"formula": "CH3NSi", "method": "the ωB97M-V functional and the def2-TZVPD basis", "homo_ev": [-10.7, -9.0], "e_tot_ha": -383.98221, "elements": ["Si", "N", "C", "H", "H", "H"], "coordinates": [[-0.10316, -0.21941, -0.62592], [2.21428, -1.07261, -2.21016], [1.41103, -0.91250, -1.40644], [0.74196, 0.89620, 1.77379], [-1.11838, -1.23720, -0.53335], [-0.23899, 1.05361, -1.31181]], "atomic_forces_ev_per_a": [[1.5, 0.8, 1.6], [0.6, -0.3, -0.1], [-0.6, 0.3, 0.0], [-0.5, -0.7, -1.3], [-0.5, -0.2, 0.0], [-0.5, 0.1, -0.2]], "mulliken_charge": [0.15, -0.33, 0.23, -0.04, -0.01, 0.00]}



{"formula": "C3H10N2", "method": "the ωB97M-V functional and the def2-TZVPD basis", "multiplicity": 2, "homo_ev": [-14.1, -14.1], "e_tot_ha": -229.45023, "total_charge": 1, "elements": ["N", "N", "C", "C", "C", "H", "H", "H", "H", "H", "H", "H", "H", "H", "H"], "coordinates": [[1.77263, -3.86550, -0.77079], [1.08654, -2.16890, 0.51273], [1.80391, -2.57906, -0.54866], [-1.01159, 1.70369, 0.34645], [-1.75615, 2.97325, 0.13200], [2.30228, -1.75691, -1.05224], [1.18556, -1.21618, 0.85382], [2.13698, -4.24487, -1.64331], [0.72245, -2.91027, 1.12609], [0.03376, 1.83725, 0.62940], [-2.60161, 2.89019, -0.56638], [-1.18943, 3.71421, -0.46868], [-1.49928, 0.98931, 1.00239], [-0.98126, 1.08986, -0.57656], [-2.00479, 3.54394, 1.02373]], "atomic_forces_ev_per_a": [[-0.3, -0.9, 0.2], [1.4, -1.1, -0.4], [-1.0, 1.5, 1.3], [0.4, -1.6, -0.9], [-0.1, 1.9, -1.5], [0.3, -0.3, -0.5], [-0.4, 0.1, -0.1], [0.2, 0.4, -0.2], [-0.2, 0.4, -0.2], [-0.1, 0.1, 0.3], [-0.3, -0.4, 0.8], [0.4, -0.5, 0.4], [-0.1, 0.3, 0.7], [0.1, 0.6, 0.0], [-0.3, -0.4, 0.2]], "mulliken_spin": [0.66, 0.46, -0.07, 0.00, 0.00, 0.00, -0.02, -0.02, -0.01, 0.00, 0.00, 0.00, 0.00, 0.00, 0.00]}



{"formula": "C4H10NO", "method": "the ωB97M-V functional and the def2-TZVPD basis", "multiplicity": 2, "homo_ev": [-19.6, -19.6], "e_tot_ha": -287.55721, "total_charge": 2, "elements": ["O", "N", "C", "C", "C", "C", "H", "H", "H", "H", "H", "H", "H", "H", "H", "H"], "coordinates": [[-1.17071, -0.96291, -2.39322], [-0.73077, 0.27490, 0.16678], [1.35716, 0.61045, 1.50987], [0.63076, -0.10004, 0.46913], [1.04512, -1.19771, -0.28884], [-1.13783, 1.47603, 0.45717], [-1.06011, -0.96386, -3.37449], [-1.41228, -0.47738, 0.09140], [-2.27367, 1.61361, 0.48241], [2.23029, 0.09145, 1.85146], [0.89219, 0.75845, 2.50294], [-0.23714, 2.16933, 0.60561], [0.21279, -1.87005, -0.73765], [-2.04176, -1.23878, -2.29623], [1.66802, 1.57164, 1.04080], [2.02795, -1.75514, -0.08713]], "atomic_forces_ev_per_a": [[2.5, 0.8, -1.1], [0.3, 1.1, 2.0], [0.2, 0.1, 0.4], [-0.9, -0.2, -0.5], [0.0, -3.7, 0.8], [0.1, -0.2, -0.5], [0.2, 0.1, 1.0], [0.0, -0.2, -0.7], [1.8, 0.6, -0.1], [1.0, -0.4, -0.6], [-0.8, 0.4, -0.8], [-2.3, -0.2, 0.0], [1.5, 1.4, 0.1], [-2.7, -1.0, 0.2], [0.2, 0.0, 0.4], [-1.1, 1.4, -0.7]], "mulliken_spin": [0.01, -0.01, 0.03, 0.42, 0.34, 0.06, 0.00, 0.01, 0.00, 0.00, 0.01, 0.00, 0.03, 0.00, 0.08, 0.02]}



These records have energy above the lowest of the compared OMol25 structures with the same formula, charge and spin values of 9.0 84.2 27.0 53.3 kcal per mole, in the order they appear.